Record 1
5 unconnected molecules or ions with the total composition C28H61F3O14 at a distorted geometry. Source: the OMol25 dataset; level of theory: ωB97M-V/def2-TZVPD.

## Properties
- SMILES string = CCOC(=O)C(F)(F)F.COCCOCCOC.COCCOCCOC.COCCOCCOC.COCCOCCOC
- DFT total energy (Eh) = -2456.1242
- strongest force on any atom (Eh/bohr) = 0.045
- gap between HOMO and LUMO (eV) = 9.821
- HOMO energy (eV) = -9.162

Structure (XYZ):
```
106
Properties=species:S:1:pos:R:3:forces:R:3
C 0.366143 2.929364 2.398535 -0.81 -0.69 -0.27
C 1.367920 2.381308 3.403804 -0.67 0.15 0.06
O 2.657856 2.219748 2.804887 1.11 0.77 0.39
C 2.927360 1.161659 2.088889 -0.26 -0.88 -0.28
O 2.200403 0.239033 1.868989 -0.20 -0.35 0.06
C 4.346391 1.203889 1.448409 -0.14 1.68 0.12
F 5.330681 0.746812 2.212207 -0.11 -0.31 0.45
F 4.382414 0.550541 0.302927 -0.16 -0.31 -0.22
F 4.614346 2.508642 1.198768 0.22 -0.25 -0.21
H -0.608599 2.443661 2.515809 0.00 0.40 0.50
H 0.567002 2.658085 1.359585 0.58 0.17 0.11
H 0.232125 4.002736 2.502513 0.06 0.01 -0.08
H 1.077954 1.457704 3.906551 -0.08 -0.12 -0.47
H 1.473912 3.119485 4.197178 0.49 -0.05 -0.05
C -0.866499 3.443609 -3.618876 -1.17 -0.69 -0.70
O -1.730240 2.874611 -2.635150 0.59 0.35 1.03
C -2.410893 3.836484 -1.854315 0.54 0.85 -1.31
C -3.158843 3.158377 -0.739616 -0.07 -0.57 0.73
O -4.177105 3.952320 -0.150978 0.04 0.10 0.23
C -3.753762 5.242724 0.242705 0.16 0.14 -0.31
C -2.586790 5.234872 1.232820 -0.21 -0.90 0.13
O -2.786904 4.292337 2.278760 -0.14 0.08 0.07
C -4.024716 4.403679 2.987314 1.12 0.32 -0.23
H -1.530522 3.402168 -4.490264 0.85 0.12 -0.62
H 0.010865 2.807048 -3.701704 -0.10 -0.13 -0.22
H -0.514698 4.476735 -3.541315 -0.32 0.04 0.84
H -3.026239 4.467975 -2.520887 -0.57 -0.42 0.17
H -1.674077 4.582584 -1.514524 0.02 -0.31 0.52
H -2.436959 2.800353 0.004446 0.06 0.36 0.18
H -3.665864 2.232570 -1.012372 0.01 0.17 -0.66
H -4.608982 5.752115 0.687987 -0.12 -0.22 -0.02
H -3.512782 5.794623 -0.675035 0.27 0.32 0.29
H -2.406324 6.230763 1.649871 -0.09 0.15 -0.14
H -1.673157 4.865214 0.766516 0.06 0.30 -0.16
H -4.367281 5.439153 2.933722 -0.32 -0.06 0.16
H -3.772396 4.164738 4.018899 -0.34 -0.10 0.07
H -4.749048 3.711717 2.570016 -0.26 0.01 0.02
C 6.487669 -0.006235 -7.680545 0.40 -0.27 1.62
O 5.274252 -0.387256 -8.247264 0.12 -0.11 -1.06
C 4.144194 -0.193291 -7.463417 -0.96 0.95 0.27
C 3.960171 -1.126775 -6.278567 -0.13 -0.22 -0.76
O 3.891719 -2.454224 -6.787026 0.13 0.06 -0.02
C 3.379153 -3.449114 -5.937811 -0.08 -0.88 -0.39
C 3.992049 -3.590236 -4.554922 0.13 0.46 -0.65
O 3.744733 -2.443279 -3.783501 0.10 0.38 -0.02
C 4.206198 -2.525770 -2.454372 -0.36 -0.81 0.13
H 6.687356 -0.600487 -6.773495 0.00 -0.01 -0.07
H 6.514110 1.032901 -7.327999 -0.18 0.15 -0.36
H 7.339209 -0.200253 -8.327213 -0.35 0.06 -0.48
H 3.245692 -0.211015 -8.090868 0.30 -0.91 -0.36
H 4.022895 0.862446 -7.158961 0.74 -0.05 0.61
H 2.997214 -0.845141 -5.840878 0.18 0.00 0.45
H 4.782656 -1.096078 -5.565112 -0.19 0.43 0.19
H 3.630663 -4.389190 -6.442671 0.08 0.02 -0.02
H 2.282459 -3.467026 -5.946335 -0.07 0.52 0.43
H 5.073274 -3.702924 -4.714803 0.05 -0.15 0.25
H 3.587813 -4.503966 -4.103057 0.02 0.02 0.15
H 3.453821 -3.106883 -1.904123 0.20 0.24 0.40
H 4.332438 -1.529087 -2.037424 -0.20 0.02 -0.07
H 5.156785 -3.065305 -2.356379 0.05 0.11 -0.23
C 1.651490 1.279767 -1.483881 0.56 -0.65 -1.30
O 0.620808 1.377180 -0.566117 -0.29 0.20 0.69
C -0.018349 0.128847 -0.413922 -1.10 0.23 0.03
C -1.101490 0.168088 0.644634 -1.52 -0.23 0.16
O -1.418437 -1.196296 0.931040 0.52 -0.04 0.46
C -2.367596 -1.376556 1.978821 0.49 0.24 -0.25
C -3.812895 -1.284711 1.503544 2.01 -1.06 -0.46
O -4.168812 0.046912 1.273436 -0.96 0.11 0.59
C -5.587402 0.246776 1.277870 0.82 -0.70 0.45
H 1.307355 1.011233 -2.502365 -0.30 -0.01 0.25
H 2.321896 0.454296 -1.200791 0.26 0.41 0.03
H 2.174748 2.227058 -1.632091 0.01 -0.04 0.59
H 0.651314 -0.691666 -0.146866 0.33 0.15 -0.15
H -0.563605 -0.078472 -1.340580 0.38 -0.39 -0.24
H -2.057107 0.566742 0.286307 0.39 0.55 -0.39
H -0.900553 0.748186 1.552222 0.60 -0.39 -0.04
H -2.159072 -0.670183 2.790302 -0.15 0.22 0.00
H -2.170146 -2.367651 2.382247 -0.18 -0.11 -0.10
H -4.340313 -1.911492 2.233625 -0.87 0.74 0.04
H -3.785832 -1.842426 0.556597 -0.46 -0.06 -0.02
H -5.736100 1.305079 1.439899 -0.29 0.19 -0.34
H -6.006839 -0.315880 2.118074 -0.15 0.17 0.08
H -6.039540 -0.161736 0.372704 -0.08 0.35 -0.21
C -2.183112 -4.737121 0.505895 -0.48 0.08 0.00
O -2.820438 -4.662486 1.769004 0.04 0.70 0.19
C -2.189178 -5.418017 2.760878 -0.17 -1.46 0.38
C -2.348442 -4.953926 4.175533 -0.14 0.65 1.12
O -1.389017 -3.943750 4.431316 -0.15 0.09 -0.53
C -1.320618 -3.429208 5.745017 -0.09 0.04 -0.37
C -0.636899 -2.086994 5.669442 0.17 0.65 -0.53
O 0.766205 -2.244438 5.813552 -0.47 0.37 0.13
C 1.433270 -1.001002 5.772211 0.58 -0.16 -0.28
H -2.887455 -4.326828 -0.216718 0.03 0.06 0.00
H -2.002899 -5.778637 0.226804 0.25 0.00 0.01
H -1.277918 -4.127718 0.483549 0.17 -0.17 0.02
H -1.106480 -5.533975 2.632254 -0.06 0.14 -0.40
H -2.642575 -6.423893 2.748702 0.25 -0.06 -0.17
H -2.207354 -5.795908 4.866888 0.39 -0.24 -0.24
H -3.357050 -4.616938 4.458180 -0.07 0.29 -0.52
H -0.719705 -4.115676 6.351607 -0.22 0.11 0.30
H -2.328490 -3.290649 6.155876 0.04 -0.20 0.08
H -1.074430 -1.329009 6.335476 0.31 -0.40 0.68
H -0.828842 -1.619242 4.693420 -0.06 -0.42 -0.22
H 0.942322 -0.258399 5.134703 -0.30 -0.15 0.12
H 2.406836 -1.166007 5.305141 0.06 -0.06 0.21
H 1.579530 -0.594521 6.776234 -0.10 0.08 0.01
```
Forces are in eV/Å.



Record 2
A gas-phase ion, C7H14NO2 (charge +1) at a distorted geometry. Source: the OMol25 dataset; level of theory: ωB97M-V/def2-TZVPD.

## Properties
- net charge = +1
- SMILES string = C=C/[N+](C)=C(/OC)OCC
- DFT total energy (Eh) = -480.0097
- strongest force on any atom (Eh/bohr) = 0.104
- gap between HOMO and LUMO (eV) = 10.256
- HOMO energy (eV) = -13.930

Structure (XYZ):
```
24
Properties=species:S:1:pos:R:3:forces:R:3
C -1.337147 0.944792 2.513349 0.54 0.53 0.81
C -1.353107 1.392340 1.280870 -1.09 3.00 -1.41
N -1.120555 0.756844 0.005464 2.20 -0.30 0.38
C -2.019951 1.141030 -1.077635 -2.86 2.15 4.01
C -0.048515 0.019393 -0.279140 -0.31 -0.10 -0.63
O -0.075958 -0.658647 -1.478957 2.13 1.32 2.45
C -0.869933 -1.827164 -1.507907 -2.91 0.43 -1.13
O 0.961784 0.063490 0.553186 -2.78 0.49 -1.34
C 2.104877 -0.779734 0.572754 2.06 2.11 3.35
C 3.220677 -0.204052 -0.208455 3.09 1.25 -1.24
H -1.742552 1.647700 3.263247 0.51 -0.56 -0.38
H -0.799753 0.076831 2.869056 -0.53 -0.41 -0.13
H -1.685466 2.490231 1.080478 0.27 -2.20 0.43
H -2.093881 2.228187 -1.286775 0.71 -0.52 0.42
H -3.021155 0.874691 -0.681541 0.32 -0.04 -0.78
H -1.752485 0.636241 -1.881618 0.78 -2.11 -3.75
H -1.712942 -1.715641 -0.831252 0.12 -0.23 0.51
H -0.404657 -2.767201 -1.422063 1.27 -0.77 0.57
H -1.376248 -1.841974 -2.479110 0.37 0.11 -0.08
H 2.442862 -0.566676 1.658223 -0.66 -0.98 -1.45
H 1.866584 -1.787611 0.502883 -0.53 -1.77 -0.69
H 3.016008 -0.039451 -1.317183 0.22 -0.24 1.45
H 3.648514 0.790780 0.270688 -1.35 -1.82 -1.08
H 4.152999 -0.874399 -0.118560 -1.58 0.67 -0.27
```
Forces are in eV/Å.



Record 3
8 unconnected molecules or ions with the total composition C33H52BFNO18 at a distorted geometry. Source: the OMol25 dataset; level of theory: ωB97M-V/def2-TZVPD.

## Properties
- net charge = -1
- DFT total energy (Eh) = -2822.3853
- strongest force on any atom (Eh/bohr) = 0.097
- gap between HOMO and LUMO (eV) = 5.247
- HOMO energy (eV) = -3.800

Structure (XYZ):
```
106
Properties=species:S:1:pos:R:3:forces:R:3
O -3.773213 4.649192 -1.347398 1.69 -3.10 0.26
N -2.998756 3.692392 -1.253890 -1.76 3.28 -0.17
O -2.279159 3.565858 -2.397004 1.17 0.50 -0.16
C -0.849104 3.553472 -2.028022 3.27 0.53 -0.26
C 0.261740 3.114205 -3.194421 1.41 -0.29 1.25
O 1.529319 3.492453 -2.485527 -2.92 -0.58 -0.58
B 1.154252 4.783897 -1.842590 -0.01 1.05 0.35
C 1.542352 5.046913 -0.266443 0.91 -0.54 1.36
C 2.789516 4.144926 0.302790 -0.84 0.03 0.49
C 2.129286 2.827788 1.089907 1.56 0.99 -0.16
F 1.397579 1.912719 0.146043 1.44 2.08 2.14
O -0.343060 4.938546 -1.806986 -2.92 -4.03 -0.44
H -0.719155 2.778557 -1.129408 -0.28 1.88 -1.62
H 0.227439 3.783282 -4.171464 -0.51 -1.58 1.83
H 0.389580 1.945954 -3.324451 -0.72 2.34 -0.20
H 1.464710 5.675745 -2.580401 0.71 0.70 -0.27
H 0.589642 4.753458 0.371226 1.84 0.65 -1.04
H 1.742295 6.187139 -0.087169 -0.30 -2.05 -0.22
H 3.547046 3.773966 -0.509124 -1.58 0.72 1.38
H 3.383588 4.848631 1.062379 -1.08 -2.01 -1.17
H 3.026344 2.213811 1.577963 -2.32 0.94 -1.02
H 1.410168 3.294171 1.905423 1.16 -1.53 -1.81
O 2.699331 -0.432506 3.227421 -1.39 -0.31 -0.67
C 1.667582 -0.924845 2.801657 0.96 1.05 0.63
O 0.683684 -0.222005 2.167503 1.05 -0.22 0.54
C -0.417901 -1.090299 1.906056 -0.85 0.17 -0.29
C 0.159200 -2.481537 1.924288 -0.28 -0.71 -0.32
C 1.272026 -2.364275 2.934870 0.09 -0.40 -0.47
H -1.171865 -0.942737 2.686395 0.16 -0.01 -0.11
H -0.859127 -0.844296 0.935787 0.21 0.23 0.17
H -0.577746 -3.250073 2.172106 0.01 0.13 -0.05
H 0.580477 -2.721361 0.940407 -0.10 0.02 0.13
H 0.917408 -2.544706 3.953450 0.22 0.03 -0.07
H 2.106132 -3.026526 2.691763 -0.14 0.28 0.42
O 2.713272 -4.591068 4.244145 1.23 -0.49 1.80
C 3.299330 -4.304590 5.274992 -1.24 -0.17 -1.64
O 3.952631 -5.206269 6.065157 -0.38 -0.04 -0.65
C 4.425824 -4.545058 7.237619 0.43 -0.10 0.67
C 4.501469 -3.086618 6.868633 0.49 0.66 0.34
C 3.370857 -2.936364 5.882455 0.39 0.34 -0.01
H 3.719086 -4.731443 8.053062 0.01 -0.02 -0.05
H 5.404152 -4.946305 7.517791 -0.23 -0.16 -0.14
H 4.421359 -2.419640 7.731114 0.05 -0.15 -0.08
H 5.455212 -2.879543 6.368125 -0.14 -0.05 0.13
H 2.422649 -2.716558 6.380852 0.00 0.07 -0.24
H 3.595752 -2.180554 5.126420 -0.47 -0.08 -0.03
O -1.556557 -1.448863 4.947232 0.91 -1.27 1.64
C -1.307091 -2.286280 5.798512 -0.51 1.48 -1.87
O -0.087149 -2.441235 6.391741 -0.40 0.43 -0.39
C -0.125962 -3.578701 7.252231 0.47 -0.40 0.38
C -1.583470 -3.787463 7.570051 -0.44 -0.47 0.71
C -2.266727 -3.317148 6.310937 -0.32 -0.11 0.43
H 0.310485 -4.432213 6.722896 -0.01 0.04 -0.01
H 0.463550 -3.380571 8.152144 0.05 0.12 -0.26
H -1.822071 -4.820201 7.837768 0.12 0.13 0.00
H -1.876126 -3.144173 8.408827 0.07 -0.13 -0.11
H -2.357278 -4.119219 5.573173 -0.08 0.16 -0.04
H -3.242655 -2.875440 6.525112 0.13 -0.07 -0.41
O 8.732922 -6.255127 5.042978 -1.72 -0.36 -0.87
C 7.701172 -6.747466 4.617214 1.58 1.10 0.87
O 6.717275 -6.044627 3.983059 0.96 -0.06 0.40
C 5.615689 -6.912921 3.721613 -0.92 -0.01 -0.26
C 6.192789 -8.304158 3.739845 -0.27 -0.79 -0.38
C 7.305615 -8.186896 4.750427 -0.02 -0.50 -0.31
H 4.861725 -6.765359 4.501951 0.11 0.02 -0.15
H 5.174464 -6.666917 2.751343 0.13 0.21 0.24
H 5.455844 -9.072695 3.987663 0.03 0.16 -0.08
H 6.614067 -8.543982 2.755963 -0.09 0.01 0.14
H 6.950998 -8.367327 5.769006 0.17 0.02 -0.02
H 8.139722 -8.849147 4.507320 0.00 0.21 0.39
O 2.819075 5.173436 -5.791695 -1.06 -1.14 -1.89
C 2.443736 4.406269 -6.662760 0.79 1.56 2.29
O 1.189677 4.408754 -7.202685 0.37 0.29 0.21
C 1.067731 3.313270 -8.108680 -0.56 -0.24 -0.26
C 2.478911 2.964981 -8.503883 0.37 -0.49 -0.72
C 3.262929 3.303076 -7.261140 0.30 -0.20 -0.44
H 0.564656 2.488239 -7.593505 0.02 0.07 -0.03
H 0.464800 3.613097 -8.970767 -0.04 0.09 0.29
H 2.592375 1.925732 -8.823631 -0.10 0.12 0.00
H 2.803010 3.610350 -9.329396 -0.08 -0.11 0.08
H 3.297841 2.463717 -6.561088 0.09 0.17 0.06
H 4.270799 3.647530 -7.503962 -0.11 -0.07 0.41
O -9.268473 3.825932 -4.733865 1.57 -0.04 0.87
C -8.346578 4.147239 -4.002393 -1.52 -0.70 -0.90
O -7.325098 3.316469 -3.641019 -1.02 0.18 -0.73
C -6.490246 3.984349 -2.696172 0.90 -0.10 0.57
C -6.744137 5.453643 -2.909792 0.50 0.75 0.24
C -8.190240 5.480420 -3.335793 0.30 0.43 -0.06
H -6.769941 3.656191 -1.689569 0.03 0.00 -0.09
H -5.444175 3.720521 -2.877143 -0.33 -0.12 -0.01
H -6.537765 6.059492 -2.023503 0.09 -0.18 -0.14
H -6.113637 5.824081 -3.727264 -0.03 -0.07 0.19
H -8.866301 5.532532 -2.477866 -0.09 0.01 -0.16
H -8.387469 6.296363 -4.034898 -0.34 -0.23 0.15
O -4.223359 -0.562358 -8.047009 -0.79 1.38 1.02
C -4.990193 0.202654 -7.485850 1.42 -1.35 -0.59
O -4.619957 1.090769 -6.517156 0.23 -0.70 -0.82
C -5.783542 1.741966 -6.009424 -0.22 0.52 0.63
C -6.821902 1.601829 -7.091593 -0.85 0.45 -0.14
C -6.468906 0.276733 -7.718426 -0.37 0.33 -0.26
H -6.082933 1.247297 -5.079461 0.04 0.09 -0.08
H -5.555767 2.790355 -5.795835 0.18 -0.29 0.05
H -7.846638 1.647903 -6.713514 0.18 0.10 0.04
H -6.697639 2.402448 -7.830904 -0.03 -0.09 0.14
H -6.953732 -0.558287 -7.205106 0.08 -0.04 -0.14
H -6.701341 0.263234 -8.785761 0.12 -0.37 0.19
```
Forces are in eV/Å.



In order of appearance, lowest unoccupied orbital energy = 0.659 -3.673 1.447 eV.